Here is an isolated molecule of C4H11N3O at a distorted geometry from OMol25. Energies are from ωB97M-V with the def2-TZVPD basis set.

```
19
Properties=species:S:1:pos:R:3:forces:R:3:nbo_charge:R:1
N 0.122986 3.174482 -0.478486 -0.2 -0.6 -0.5 -0.831
C -0.307356 1.793131 -0.500066 0.9 -1.7 -0.1 -0.213
C 0.864259 0.906875 0.037616 -0.4 1.5 0.9 -0.406
C 0.447361 -0.379233 0.754784 0.1 0.3 -1.3 -0.211
N 0.728011 -1.521799 -0.097698 -0.7 -0.5 0.2 -0.634
C -0.076804 -2.623935 -0.244568 0.0 0.4 0.0 0.781
N -1.294363 -2.572712 0.418761 -0.1 -0.5 0.5 -0.884
O 0.263898 -3.603113 -0.877636 0.2 -0.1 0.1 -0.645
H -0.592900 3.775789 -0.861173 0.1 0.3 0.3 0.365
H 0.370500 3.389605 0.476411 -0.2 0.5 0.0 0.355
H -0.402537 1.358135 -1.492274 -0.4 0.8 -0.6 0.186
H -1.262946 1.543618 -0.022446 0.1 0.3 0.5 0.150
H 1.531017 0.820999 -0.817961 0.2 -0.6 0.2 0.215
H 1.409387 1.513169 0.773054 0.0 0.0 -0.1 0.191
H 0.911525 -0.397414 1.743375 0.1 -0.5 -0.1 0.192
H -0.627300 -0.327288 0.897407 0.0 -0.1 0.2 0.192
H 1.573315 -1.571454 -0.637912 0.1 0.1 0.1 0.406
H -1.936704 -1.803202 0.396860 0.3 0.2 0.0 0.389
H -1.721356 -3.475659 0.531947 -0.1 0.0 -0.4 0.401
```
Positions in Å, forces in eV/Å.

## Properties
lowest unoccupied orbital energy	0.821	eV
SMILES	NCCCNC(N)=O
molecular weight	117.15	Da
orbital gap	10.297	eV
total energy	-398.52493	a.u.